# 1
{
  "formula": "C3H13N3O3",
  "method": "the ωB97M-V functional and the def2-TZVPD basis",
  "species": ["H", "C", "C", "H", "H", "N", "H", "O", "H", "H", "H", "H", "H", "H", "H", "H", "N", "O", "N", "O", "C", "H"],
  "coordinates": [[-0.31, -1.91, -0.18], [0.72, -0.06, 1.35], [1.31, -1.41, 1.01], [0.72, -0.83, -2.81], [1.07, 0.27, 2.32], [1.07, 0.83, 0.25], [0.19, 0.32, -2.05], [-2.24, -0.90, 0.20], [-1.34, 1.67, -1.20], [2.03, 1.14, 0.38], [-0.36, -0.10, 1.37], [-1.60, 1.07, 0.29], [0.40, 2.80, 0.84], [0.73, 2.51, -0.79], [0.98, -3.09, 0.02], [-2.67, -1.27, 0.98], [-1.13, 1.80, -0.22], [0.03, -0.16, -2.87], [0.54, -2.22, 0.27], [2.43, -1.74, 1.35], [0.24, 2.04, 0.07], [-2.80, -0.77, -0.57]],
  "homo_energy_ev": -9.144,
  "smiles": "NCNCC(N)=O.O.O",
  "multiplicity": 1,
  "homo_lumo_gap_ev": 9.37,
  "energy_ha": -512.097084,
  "lumo_ha": 0.0082,
  "total_charge": 0,
  "e_above_lowest_kcal_mol": 15.7
}

=====

# 2
{
  "formula": "C3H13N4",
  "method": "the ωB97M-V functional and the def2-TZVPD basis",
  "species": ["N", "H", "H", "H", "H", "C", "H", "H", "H", "H", "N", "N", "C", "H", "H", "C", "H", "H", "H", "N"],
  "coordinates": [[-0.87, 0.00, 0.22], [1.06, -1.08, -2.39], [1.30, 1.81, -0.11], [-0.01, 1.89, -1.41], [-2.33, 0.73, 2.70], [0.30, -1.28, -1.61], [2.03, -1.78, 1.22], [-0.66, -1.36, -2.18], [1.70, 1.18, -1.80], [-1.02, -0.94, 0.59], [-2.66, 0.75, 1.74], [1.78, -0.84, 0.84], [0.19, -0.08, -0.63], [-1.96, 1.77, 0.36], [-3.15, -0.11, 1.48], [0.90, 1.27, -0.97], [2.69, -0.56, 0.44], [1.61, -0.30, 1.62], [0.68, -2.13, -1.04], [-1.57, 1.04, 0.94]],
  "homo_energy_ev": -13.150,
  "multiplicity": 1,
  "homo_lumo_gap_ev": 9.48,
  "energy_ha": -340.766595,
  "lumo_ha": -0.1348,
  "total_charge": 1,
  "e_above_lowest_kcal_mol": 111.0
}

=====

# 3
{
  "formula": "C3H13N4",
  "method": "the ωB97M-V functional and the def2-TZVPD basis",
  "species": ["H", "H", "N", "H", "H", "H", "C", "C", "H", "H", "H", "H", "N", "C", "H", "H", "N", "N", "H", "H"],
  "coordinates": [[1.24, 0.13, 1.54], [0.22, 1.75, 1.58], [-1.18, 1.28, -0.85], [2.10, -1.13, -0.42], [-1.16, -1.07, 1.06], [-1.40, 0.42, 2.51], [-0.29, 0.33, -0.30], [0.30, 0.58, 1.32], [-1.72, -1.02, -0.90], [-0.61, 1.72, -1.50], [-0.28, -1.73, -0.49], [-0.30, -0.80, 2.88], [-0.93, -1.03, -0.18], [0.91, 0.20, -1.30], [0.48, 0.34, -2.33], [1.86, -1.51, -2.13], [-0.62, -0.11, 2.18], [1.44, -1.15, -1.24], [-1.78, 1.79, -0.29], [1.74, 1.02, -1.16]],
  "homo_energy_ev": -13.738,
  "smiles": "NCC(N)([NH3+])CN",
  "multiplicity": 1,
  "homo_lumo_gap_ev": 10.95,
  "energy_ha": -340.846347,
  "lumo_ha": -0.1026,
  "total_charge": 1,
  "e_above_lowest_kcal_mol": 60.9
}

=====

# 4
{
  "formula": "C3H13N4",
  "method": "the ωB97M-V functional and the def2-TZVPD basis",
  "species": ["H", "H", "N", "N", "N", "N", "C", "H", "H", "H", "H", "C", "H", "H", "H", "H", "H", "H", "C", "H"],
  "coordinates": [[0.06, -1.56, -1.22], [2.23, -0.70, 1.79], [-0.98, -0.57, 1.19], [-0.46, 1.44, -2.71], [0.18, 0.46, 2.97], [1.39, -0.76, 1.24], [-0.49, -0.83, -1.86], [1.23, 0.54, -2.13], [0.21, 0.91, -0.71], [-1.03, -1.59, 1.15], [1.10, 0.80, 3.17], [0.23, -0.26, 1.89], [-1.47, 1.38, -2.66], [-0.15, 1.20, -3.67], [-1.79, -0.24, 1.71], [-0.16, 2.42, -2.52], [1.35, -1.72, 0.90], [-0.50, -1.13, -2.89], [0.18, 0.50, -1.75], [-1.54, -0.77, -1.50]],
  "homo_energy_ev": -12.350,
  "multiplicity": 1,
  "homo_lumo_gap_ev": 8.66,
  "energy_ha": -340.879326,
  "lumo_ha": -0.1357,
  "total_charge": 1,
  "e_above_lowest_kcal_mol": 40.3
}